No. 1
{"formula": "C45H44MnP2", "method": "ωB97M-V/def2-TZVPD", "multiplicity": 6, "lumo_ev": [0.2, 0.2], "e_homo_ev": [-4.721, -7.063], "charge": 0, "s2": 8.7818, "elements": ["Mn", "C", "C", "C", "C", "C", "C", "C", "C", "C", "H", "H", "H", "H", "H", "H", "H", "H", "H", "H", "H", "H", "H", "H", "H", "P", "P", "C", "C", "C", "C", "C", "C", "C", "C", "C", "C", "C", "C", "C", "C", "C", "C", "C", "C", "C", "C", "C", "C", "C", "C", "C", "C", "H", "H", "H", "H", "H", "H", "H", "H", "H", "H", "H", "H", "H", "H", "H", "H", "H", "H", "H", "H", "H", "H", "C", "C", "C", "C", "C", "C", "C", "C", "C", "C", "H", "H", "H", "H", "H", "H", "H"], "xyz": [[0.140, 0.087, 2.022], [-1.445, 0.727, -5.180], [-1.442, -0.553, -4.792], [-0.615, -1.658, -5.390], [0.771, -1.277, -5.969], [1.651, -0.446, -5.076], [1.671, 0.890, -5.011], [0.814, 1.838, -5.796], [-0.583, 1.339, -6.251], [1.846, 0.156, 3.089], [-2.170, 1.427, -4.742], [-2.155, -0.883, -4.026], [-1.176, -2.159, -6.202], [-0.475, -2.430, -4.615], [1.303, -2.226, -6.145], [0.639, -0.809, -6.951], [2.367, -1.031, -4.485], [2.425, 1.391, -4.394], [1.348, 2.171, -6.705], [0.680, 2.748, -5.188], [-1.121, 2.228, -6.621], [-0.468, 0.664, -7.108], [1.635, 0.989, 3.775], [2.857, 0.302, 2.693], [1.813, -0.803, 3.635], [-1.136, -0.716, 0.213], [1.993, 0.002, 0.420], [-0.041, -0.932, -1.194], [1.298, -0.764, -1.061], [-2.029, -2.279, 0.490], [-2.398, -3.036, -0.629], [-3.179, -4.185, -0.479], [-3.569, -4.600, 0.799], [-3.132, -3.892, 1.927], [-2.337, -2.756, 1.780], [-2.290, 0.616, -0.317], [-1.818, 1.944, -0.389], [-2.725, 3.000, -0.449], [-4.093, 2.739, -0.571], [-4.554, 1.420, -0.626], [-3.656, 0.357, -0.499], [3.510, -1.026, 0.622], [3.348, -2.341, 1.095], [4.451, -3.178, 1.260], [5.729, -2.720, 0.925], [5.897, -1.422, 0.430], [4.796, -0.566, 0.300], [2.567, 1.685, -0.045], [2.800, 2.689, 0.914], [3.310, 3.929, 0.521], [3.569, 4.190, -0.830], [3.292, 3.211, -1.793], [2.770, 1.977, -1.399], [-0.513, -1.178, -2.153], [2.014, -1.136, -1.810], [-2.068, -2.733, -1.622], [-3.479, -4.751, -1.363], [-4.190, -5.488, 0.917], [-3.414, -4.233, 2.926], [-1.960, -2.245, 2.668], [-0.744, 2.148, -0.367], [-2.363, 4.029, -0.397], [-4.799, 3.569, -0.621], [-5.617, 1.217, -0.759], [-4.021, -0.671, -0.539], [2.353, -2.714, 1.341], [4.312, -4.189, 1.649], [6.590, -3.375, 1.055], [6.894, -1.078, 0.146], [4.949, 0.456, -0.052], [2.586, 2.511, 1.968], [3.510, 4.702, 1.268], [3.965, 5.159, -1.137], [3.478, 3.404, -2.852], [2.511, 1.238, -2.155], [-1.158, 0.584, 7.929], [0.040, 0.468, 7.190], [0.042, 0.365, 5.803], [-1.162, 0.447, 5.052], [-1.301, 0.431, 3.623], [-2.559, 0.605, 3.076], [-3.749, 0.628, 3.854], [-3.648, 0.607, 5.225], [-2.381, 0.557, 5.845], [-2.354, 0.611, 7.243], [-1.148, 0.645, 9.013], [0.988, 0.446, 7.730], [0.998, 0.214, 5.309], [-2.718, 0.730, 2.001], [-4.731, 0.669, 3.376], [-4.528, 0.641, 5.871], [-3.309, 0.681, 7.767]], "mulliken_spin": [4.70, 0.00, 0.00, 0.00, 0.00, 0.00, 0.00, 0.00, 0.00, 0.13, 0.00, 0.00, 0.00, 0.00, 0.00, 0.00, 0.00, 0.00, 0.00, 0.00, 0.00, 0.00, 0.00, 0.02, 0.00, 0.25, 0.12, -0.01, -0.08, -0.05, 0.00, 0.00, 0.00, 0.01, 0.01, -0.07, 0.03, 0.02, 0.01, 0.00, 0.01, -0.06, 0.02, 0.00, 0.00, 0.00, 0.00, -0.02, 0.00, 0.00, 0.01, -0.01, 0.01, 0.01, 0.02, 0.00, 0.00, 0.00, 0.00, 0.00, -0.04, 0.00, 0.00, 0.00, 0.00, 0.04, 0.00, 0.00, 0.00, 0.00, -0.02, 0.00, 0.00, 0.00, 0.00, -0.01, 0.01, -0.01, 0.07, 0.11, -0.21, -0.01, 0.02, 0.00, 0.00, 0.00, 0.00, -0.02, -0.03, 0.00, 0.00, 0.00]}



No. 2
{"formula": "C45H44N7SbSeV", "method": "ωB97M-V/def2-TZVPD", "multiplicity": 3, "lumo_ev": [-3.7, -3.7], "relative_energy_ev": 0.000, "e_homo_ev": [-9.310, -9.466], "charge": 1, "s2": 2.0224, "elements": ["V", "C", "C", "C", "N", "C", "C", "C", "C", "C", "C", "C", "N", "C", "C", "C", "N", "C", "C", "C", "C", "C", "C", "C", "N", "C", "C", "H", "H", "H", "H", "H", "H", "H", "H", "H", "H", "H", "H", "H", "H", "H", "H", "H", "H", "H", "H", "H", "H", "H", "H", "H", "H", "C", "C", "C", "C", "C", "C", "Sb", "C", "C", "C", "C", "C", "C", "C", "C", "C", "C", "C", "C", "H", "H", "H", "H", "H", "H", "H", "H", "H", "H", "H", "H", "H", "H", "H", "Se", "N", "C", "C", "C", "C", "N", "C", "N", "H", "H", "H"], "xyz": [[0.391, 0.225, 0.434], [4.366, -0.333, -0.288], [3.763, -1.526, -1.021], [2.334, -1.897, -0.628], [1.297, -0.924, -0.964], [0.804, -0.930, -2.215], [1.311, -1.750, -3.229], [1.019, -1.847, -4.586], [0.167, -1.096, -5.363], [-0.647, -0.071, -4.899], [-0.878, 0.370, -3.615], [-0.367, -0.052, -2.364], [-0.858, 0.368, -1.208], [-1.949, 1.330, -1.214], [-1.395, 2.749, -1.205], [-0.679, 3.027, 0.109], [0.497, 2.193, 0.371], [1.677, 2.787, 0.645], [2.004, 4.052, 0.159], [3.088, 4.895, 0.399], [4.139, 4.744, 1.270], [4.366, 3.630, 2.074], [3.716, 2.419, 2.111], [2.601, 1.915, 1.393], [2.233, 0.646, 1.428], [3.156, -0.318, 2.019], [4.468, -0.493, 1.230], [3.807, 0.575, -0.531], [5.375, -0.176, -0.675], [4.386, -2.407, -0.833], [3.806, -1.338, -2.097], [2.293, -2.067, 0.447], [2.080, -2.866, -1.064], [2.087, -2.431, -2.916], [1.586, -2.608, -5.111], [0.143, -1.309, -6.423], [-1.215, 0.455, -5.659], [-1.591, 1.179, -3.568], [-2.518, 1.189, -0.297], [-2.641, 1.166, -2.042], [-2.217, 3.464, -1.296], [-0.722, 2.905, -2.053], [-1.396, 2.841, 0.920], [-0.421, 4.083, 0.177], [1.298, 4.444, -0.562], [3.073, 5.817, -0.172], [4.845, 5.561, 1.347], [5.205, 3.709, 2.757], [4.138, 1.720, 2.820], [2.625, -1.266, 2.097], [3.410, -0.053, 3.054], [4.883, -1.476, 1.473], [5.192, 0.238, 1.594], [-0.365, -3.257, 5.973], [0.766, -3.270, 5.168], [0.644, -3.077, 3.798], [-0.609, -2.876, 3.220], [-1.736, -2.856, 4.036], [-1.614, -3.051, 5.407], [-0.728, -2.390, 1.157], [-0.074, -4.174, 0.220], [0.519, -5.230, 0.901], [0.937, -6.357, 0.202], [0.762, -6.430, -1.172], [0.161, -5.379, -1.853], [-0.256, -4.253, -1.158], [-2.792, -2.706, 0.769], [-3.456, -3.814, 1.290], [-4.782, -4.052, 0.959], [-5.444, -3.200, 0.084], [-4.777, -2.114, -0.464], [-3.454, -1.867, -0.121], [-0.272, -3.413, 7.040], [1.743, -3.438, 5.604], [1.537, -3.096, 3.181], [-2.721, -2.701, 3.608], [-2.500, -3.045, 6.031], [0.653, -5.191, 1.976], [1.395, -7.179, 0.736], [1.087, -7.309, -1.713], [0.013, -5.436, -2.924], [-0.727, -3.438, -1.701], [-2.941, -4.499, 1.956], [-5.296, -4.909, 1.374], [-6.475, -3.394, -0.181], [-5.284, -1.462, -1.164], [-2.936, -1.020, -0.553], [-4.368, 0.543, 2.679], [-3.719, 0.500, 4.320], [-2.406, 0.470, 4.206], [-1.489, 0.403, 5.297], [-0.175, 0.347, 4.987], [0.246, 0.348, 3.624], [-0.538, 0.426, 2.580], [-1.887, 0.498, 2.859], [-2.783, 0.545, 1.899], [-1.861, 0.392, 6.312], [0.587, 0.282, 5.751], [1.305, 0.286, 3.414]], "mulliken_spin": [1.94, 0.01, 0.00, 0.05, -0.08, 0.03, -0.01, 0.02, -0.01, 0.01, -0.01, 0.03, -0.09, 0.09, -0.02, 0.07, -0.07, 0.05, -0.01, 0.00, 0.00, 0.00, 0.01, 0.02, -0.09, 0.13, 0.00, 0.00, 0.00, 0.00, 0.00, -0.03, 0.00, 0.00, 0.00, 0.00, 0.00, 0.00, -0.03, 0.00, 0.00, 0.00, -0.03, 0.00, 0.00, 0.00, 0.00, 0.00, 0.00, -0.09, 0.02, 0.00, 0.00, 0.00, 0.00, 0.01, -0.01, 0.00, 0.00, 0.08, 0.00, 0.00, 0.00, 0.00, 0.00, 0.00, -0.02, 0.00, 0.00, 0.00, 0.00, 0.02, 0.00, 0.00, 0.00, 0.00, 0.00, 0.00, 0.00, 0.00, 0.00, 0.00, 0.00, 0.00, 0.00, 0.00, 0.00, 0.00, 0.00, 0.00, 0.00, 0.00, 0.01, 0.02, -0.03, 0.00, 0.00, 0.00, 0.03]}